88
Properties=species:S:1:pos:R:3:forces:R:3:mulliken_charge:R:1 method="wB97M-V/def2-TZVPD" total_charge=+2 homo_lumo_gap_ev=6.372 lumo_ev=-6.1 homo_energy_ev=-12.442
Ir -0.711569 -0.467152 -1.698574 0.0889 -1.1356 -0.7768 1.76
Br -5.972930 -5.033173 0.921307 0.1003 0.0552 -0.0700 -0.14
C -4.483751 -3.938117 0.528399 -0.3405 0.0503 -0.8512 -0.26
C -3.533347 -3.700327 1.528224 0.1699 0.3970 -0.5385 -0.88
C -2.460599 -2.899620 1.233383 0.1341 -0.1488 0.0053 0.15
C -2.259285 -2.320954 -0.038166 -0.7742 -0.0519 -0.4608 -0.26
O -1.181990 -1.618574 -0.198996 0.2970 -0.6138 1.2283 -1.43
C -3.276089 -2.525310 -1.054299 0.9197 0.3902 0.6517 0.35
C -3.316827 -1.900334 -2.322111 0.6248 0.5112 0.0716 0.33
N -2.395016 -1.099308 -2.833209 0.7490 -0.2061 3.7234 0.06
C -2.478588 -0.453637 -4.025038 -0.7165 1.2383 -2.6866 0.85
C -3.524257 -0.556783 -4.970624 1.1885 -0.1808 1.8689 -0.75
C -3.471561 0.161098 -6.147625 0.7227 0.9852 -0.9666 -1.08
C -2.384199 0.963408 -6.456328 -0.5902 -0.4957 0.1248 -0.80
C -1.304050 1.079197 -5.565517 0.1573 -0.1006 0.3689 0.88
C -0.143545 1.831464 -5.849195 0.2063 -0.1962 0.5317 -0.75
C 0.867668 1.890147 -4.910510 -0.3569 0.2247 -0.7271 -0.95
C 0.714459 1.231492 -3.703858 -1.0962 -0.6459 0.3560 0.37
N -0.381101 0.513171 -3.390862 1.5163 1.2751 -0.6680 0.12
C -1.369812 0.401380 -4.319686 -0.6719 -0.2142 -0.6394 0.22
C -4.351345 -3.368461 -0.724578 -0.5188 -0.5796 0.8773 -1.14
H -3.656114 -4.130688 2.506731 -0.0085 -0.0655 0.1729 0.52
H -1.710757 -2.692981 1.979371 0.0623 0.0698 0.0930 0.54
H -4.234871 -2.060022 -2.880026 0.1642 -0.1716 -0.2522 0.22
H -4.382756 -1.173904 -4.759705 -0.0626 -0.1034 -0.0489 0.39
H -4.286145 0.101190 -6.851685 -0.1027 -0.0674 -0.0361 0.43
H -2.342836 1.505661 -7.384204 -0.0599 0.0698 -0.2270 0.46
H -0.044554 2.329394 -6.799909 -0.0358 0.1300 -0.1199 0.47
H 1.764584 2.461115 -5.092708 0.0727 0.0037 -0.0486 0.49
H 1.486335 1.274182 -2.952069 -0.0434 0.0258 0.1171 0.10
H -5.092132 -3.572634 -1.481439 -0.1947 -0.0193 -0.0319 0.53
C -0.524212 4.157223 0.603433 0.0282 -0.1091 -0.0633 -1.24
C -0.686904 3.180935 -0.552204 -0.1094 -0.9669 -0.0676 -0.55
Ge -1.146882 1.277548 0.032671 -1.0223 0.4581 -0.1697 0.30
C -3.126640 1.084644 0.421797 0.8494 -0.0699 -0.3581 -0.47
C -3.743844 2.181992 1.270876 0.0540 -0.0282 0.0028 -1.25
C -0.338055 1.065911 1.845203 0.0055 -0.3798 -0.9185 -0.97
C 0.558345 0.260753 2.418903 0.3320 -0.6624 -0.9680 0.76
Ge 1.778068 -1.101834 1.502093 0.5502 -0.0553 0.3570 0.49
C 1.414025 -3.079057 1.167985 0.1694 0.8446 0.0406 -0.32
C 0.920779 -3.938117 2.318542 0.0252 0.1165 0.1515 -1.52
C 3.719844 -0.673198 1.976039 -0.8914 -0.1015 -0.1403 -0.45
C 4.304486 -1.667755 2.968792 -0.0195 -0.0352 -0.0366 -1.34
C 0.861207 0.304018 3.853715 0.1580 0.0196 0.4822 0.58
C 0.780463 1.498090 4.575575 0.1028 -0.1313 -0.1334 -0.62
C 1.090650 1.527229 5.920694 -0.0635 0.0029 0.0970 -0.87
C 1.479756 0.369281 6.574916 0.0926 -0.1600 -0.0808 -0.55
C 1.562828 -0.822052 5.871636 0.0416 -0.0616 0.1740 -1.03
C 1.259100 -0.851925 4.525475 -0.0795 0.1853 -0.2796 -0.25
H -0.152261 5.113685 0.237024 -0.0356 0.0783 0.0766 0.40
H 0.172636 3.786934 1.356911 0.0532 0.0537 0.1206 0.23
H -1.483759 4.325788 1.086041 0.0116 0.0764 0.1747 0.31
H 0.203771 3.166484 -1.185651 0.0095 -0.0523 -0.0388 0.27
H -1.509755 3.500923 -1.188769 -0.0577 -0.0389 -0.1539 0.53
H -3.244494 0.117001 0.913546 0.0370 -0.0592 -0.0641 0.30
H -3.643293 1.034217 -0.537969 0.0475 -0.1034 -0.0909 0.39
H -3.253856 2.262075 2.238401 0.0117 0.1051 0.1257 0.27
H -4.791059 1.943910 1.452722 -0.0623 0.1123 0.0570 0.43
H -3.698891 3.146151 0.768658 -0.0190 0.1186 0.0416 0.30
H -0.897373 1.719585 2.514579 0.0627 0.0879 0.1018 0.50
H 2.358092 -3.469530 0.782559 0.0613 0.1202 -0.0392 0.53
H 0.694358 -3.095147 0.351937 -0.0501 0.1058 -0.0621 0.41
H 1.705798 -4.112872 3.053703 -0.0395 0.0061 0.0699 0.40
H 0.596401 -4.907817 1.938670 0.0261 0.0100 0.0359 0.41
H 0.070856 -3.477568 2.818021 -0.0283 -0.0781 0.1367 0.29
H 3.771488 0.340771 2.379459 -0.1207 0.0123 -0.0667 0.38
H 4.306325 -0.700291 1.055354 -0.0922 0.0263 -0.1121 0.45
H 3.806511 -1.603399 3.931449 -0.0165 -0.0589 0.1019 0.33
H 5.361432 -1.466257 3.127950 0.0818 -0.0005 0.0270 0.43
H 4.215718 -2.682936 2.589212 0.0265 -0.1746 0.0675 0.33
H 0.506264 2.412933 4.072424 -0.0370 0.1048 -0.0621 0.43
H 1.030212 2.456077 6.463967 0.0071 0.1362 0.0643 0.45
H 1.743581 0.386962 7.619393 -0.0262 0.0591 0.1521 0.43
H 1.868255 -1.728275 6.371790 0.0172 -0.0785 0.0746 0.44
H 1.314033 -1.793348 3.987690 -0.0174 -0.1308 0.0113 0.65
C 4.551151 0.073122 -2.539382 0.3472 -0.5869 -0.6758 -0.81
N 3.961573 0.995275 -1.607405 -0.7897 0.3098 0.7586 0.25
C 4.422128 2.262083 -1.368644 -0.0422 0.4727 0.2704 -0.48
C 3.571106 2.853400 -0.493118 0.2524 0.0485 -0.1233 -0.53
N 2.598327 1.935498 -0.197855 0.3644 -0.4352 -0.5815 0.38
C 2.842224 0.801767 -0.887415 0.0335 0.4014 0.2713 0.39
S 1.944661 -0.667541 -0.859571 -1.8534 -0.1109 -0.0756 -0.83
H 5.631993 0.041272 -2.404782 -0.0994 -0.0029 0.1054 0.38
H 4.340968 0.399286 -3.559015 -0.0137 -0.0328 0.0429 0.34
H 4.130001 -0.919866 -2.391948 0.0895 0.0886 0.0233 0.30
H 5.322055 2.624842 -1.822508 0.1188 0.1199 -0.0920 0.59
H 3.579967 3.834799 -0.065127 0.0374 0.1615 0.0880 0.54
H 1.806819 2.085403 0.415062 -0.1194 -0.1665 0.1084 -0.29


88
Properties=species:S:1:pos:R:3:forces:R:3:mulliken_charge:R:1 method="wB97M-V/def2-TZVPD" total_charge=-1 relative_energy_kcal_mol=2.4 homo_lumo_gap_ev=7.594 lumo_ev=2.1 homo_energy_ev=-5.515
Sn 1.749463 0.359466 1.250801 -0.0120 0.0923 -0.1962 1.00
C 2.197611 -3.446527 -1.439177 -0.0048 -0.0352 -0.0140 -1.46
C 2.938715 -2.687876 -0.371768 -0.0398 -0.0369 0.0129 1.01
C 3.680743 -1.562711 -0.708920 0.0327 0.0468 0.0077 -0.13
C 4.348210 -0.822772 0.265337 -0.0096 -0.0460 0.0356 0.32
C 5.170032 0.378934 -0.109131 0.0429 -0.0098 -0.0103 -1.44
C 4.246693 -1.229805 1.601264 -0.0621 -0.1038 0.0671 -0.67
C 3.531042 -2.377114 1.962432 0.0839 0.1548 -0.0818 0.98
C 3.458782 -2.826173 3.394841 -0.0129 -0.0166 0.0062 -1.73
C 2.880771 -3.088378 0.960681 -0.0086 0.0226 -0.0086 -0.32
H 2.894922 -3.945773 -2.115405 -0.0014 -0.0039 0.0013 0.46
H 1.589384 -2.772261 -2.044511 0.0030 0.0340 0.0030 0.11
H 1.543652 -4.204647 -1.006791 0.0068 0.0065 0.0048 0.28
H 3.688122 -1.209450 -1.732303 0.0112 -0.0163 0.0154 0.27
H 6.217958 0.091180 -0.229102 -0.0051 0.0081 0.0082 0.43
H 5.118013 1.147904 0.662177 -0.0038 0.0167 0.0010 0.24
H 4.822322 0.806280 -1.047564 -0.0247 0.0020 -0.0124 0.22
H 4.730842 -0.645236 2.376990 0.0194 -0.0035 -0.0106 0.21
H 4.039751 -3.740248 3.539022 0.0035 0.0002 -0.0010 0.40
H 2.428492 -3.039912 3.684858 -0.0015 -0.0023 -0.0010 0.33
H 3.838121 -2.061607 4.069238 0.0072 0.0091 -0.0032 0.36
H 2.298949 -3.966095 1.225687 -0.0099 0.0012 0.0078 0.36
S 1.911954 0.244514 4.003437 0.0048 -0.0421 0.0778 -0.53
C 2.406871 1.881268 3.833874 -0.0371 -0.0552 0.0873 1.12
S 2.603399 2.488951 2.206337 0.0217 -0.0041 -0.0960 -0.65
C 2.635112 2.707692 4.910044 0.0517 0.0264 0.0233 0.32
C 2.483686 2.241345 6.250749 -0.0638 -0.0112 -0.0410 -0.13
N 2.354069 1.882120 7.337580 0.0356 0.0110 0.0228 -0.56
C 3.042512 4.065355 4.742315 -0.0282 -0.0126 0.0005 -0.09
N 3.368206 5.164282 4.624596 0.0149 0.0121 0.0013 -0.56
C -1.709509 3.117159 -1.035142 -0.0226 -0.0077 -0.0315 -0.94
C -1.462263 2.911196 0.455933 -0.0271 0.0370 0.0601 -0.36
Ge -1.967982 1.129504 1.115810 -0.0361 0.0417 -0.0099 0.38
C -1.730291 1.066033 3.063542 0.0016 0.0598 0.0239 -0.31
C -1.834920 -0.332110 3.661500 -0.0136 -0.0411 -0.0108 -1.05
C -3.764289 0.566158 0.511409 0.0730 0.0106 0.0236 -0.25
C -3.601627 -0.547742 -0.231038 -0.0315 0.0208 -0.0224 -0.62
Ge -1.629688 -0.859398 -0.238147 0.0607 -0.1316 -0.0121 -0.54
C -1.110082 -2.548236 0.646988 0.0488 -0.0120 -0.0305 0.69
C -1.458914 -3.834467 -0.103077 -0.0204 -0.0178 -0.0324 -1.38
C -0.674916 -0.628721 -1.947419 0.0088 0.0461 -0.0311 1.54
C -1.025478 -1.531855 -3.128751 -0.0132 -0.0322 -0.0062 -1.62
C -4.689041 -1.331086 -0.861546 -0.0007 -0.0059 -0.0023 0.52
C -4.384945 -2.315341 -1.799992 -0.0134 -0.0152 -0.0193 0.29
C -5.381454 -3.060805 -2.415447 0.0353 0.0128 0.0022 -1.12
C -6.711079 -2.841525 -2.093869 -0.0132 0.0004 0.0039 -0.39
C -7.032955 -1.872973 -1.149928 -0.0014 -0.0151 -0.0077 -0.73
C -6.035642 -1.130792 -0.541945 0.0269 0.0105 0.0091 -0.56
H -1.538096 4.153558 -1.333256 -0.0103 0.0008 0.0069 0.35
H -2.732215 2.851643 -1.313484 -0.0063 -0.0022 0.0074 0.41
H -1.034845 2.503647 -1.633582 -0.0034 -0.0108 -0.0056 -0.06
H -2.050396 3.621515 1.046567 0.0273 0.0206 -0.0112 0.55
H -0.414275 3.099621 0.709037 -0.0096 -0.0370 -0.0026 0.17
H -2.483795 1.731101 3.496299 0.0015 0.0056 0.0027 0.53
H -0.758701 1.505152 3.306712 0.0085 -0.0009 -0.0076 0.25
H -2.787547 -0.807576 3.411308 0.0044 0.0064 -0.0063 0.37
H -1.741478 -0.309458 4.748572 -0.0034 0.0092 0.0055 0.40
H -1.035290 -0.974183 3.286668 0.0180 0.0016 -0.0032 -0.01
H -4.741229 1.011784 0.698791 -0.0123 -0.0035 -0.0033 0.26
H -1.575097 -2.558986 1.634285 -0.0088 0.0299 0.0059 0.42
H -0.029762 -2.487974 0.813256 -0.0045 0.0045 -0.0053 -0.48
H -2.538896 -3.955277 -0.204321 -0.0084 0.0031 -0.0093 0.42
H -1.081777 -4.716479 0.422038 0.0027 0.0088 0.0206 0.39
H -1.031439 -3.853004 -1.107464 0.0059 0.0130 0.0176 0.17
H 0.390893 -0.713817 -1.716126 -0.0003 -0.0209 0.0217 -0.93
H -0.811919 0.413372 -2.244476 -0.0241 0.0055 0.0148 -0.07
H -0.902626 -2.591715 -2.895256 -0.0052 0.0056 0.0083 0.30
H -0.377075 -1.313201 -3.980624 0.0113 0.0101 0.0046 0.34
H -2.056125 -1.384868 -3.456983 0.0076 0.0119 -0.0063 0.52
H -3.348206 -2.497791 -2.054956 -0.0032 -0.0028 0.0192 0.64
H -5.113830 -3.815080 -3.144920 -0.0037 -0.0032 -0.0015 0.38
H -7.491092 -3.423446 -2.568181 -0.0060 0.0035 0.0028 0.38
H -8.068509 -1.700470 -0.883814 -0.0020 0.0008 0.0017 0.39
H -6.300746 -0.388769 0.200002 -0.0066 0.0007 0.0047 0.35
Br 0.223180 6.723605 -4.690692 0.0016 0.0005 0.0033 -0.23
C 0.833709 5.154699 -3.806478 -0.0023 0.0054 0.0357 0.24
C 1.093415 5.202436 -2.446821 0.0205 0.0009 -0.0236 -0.86
C 1.526358 4.049753 -1.808257 0.0175 -0.0263 -0.0313 0.11
C 1.704551 2.870638 -2.523297 -0.0712 -0.0116 0.0423 -0.11
C 1.444078 2.850374 -3.887200 -0.0074 0.0000 0.0110 -0.32
C 1.001947 3.991677 -4.538925 0.0009 -0.0110 -0.0197 -0.64
C 2.141522 1.596901 -1.824738 0.1290 0.0387 -0.1047 0.02
O 2.384476 0.598515 -2.500983 -0.0530 -0.0049 -0.0148 -0.66
O 2.234555 1.701530 -0.552365 -0.0906 -0.0755 0.2017 -0.49
H 0.953215 6.122678 -1.896778 0.0002 0.0006 0.0064 0.46
H 1.723944 4.048362 -0.744444 0.0069 0.0176 0.0072 0.48
H 1.587128 1.921097 -4.422645 0.0021 -0.0006 -0.0083 0.47
H 0.788669 3.980728 -5.598934 0.0007 0.0005 -0.0014 0.43